Version P
{
  "formula": "C8H7OPS2",
  "method": "ωB97M-V/def2-TZVPD",
  "orbital_gap_ev": [4.61, 4.49],
  "symbols": ["H", "C", "C", "C", "C", "C", "S", "H", "H", "H", "P", "C", "O", "H", "H", "C", "H", "S", "C"],
  "positions_angstrom": [[1.67938, -0.85355, 1.92790], [1.19624, 0.53376, -1.70694], [0.34768, -0.22500, 0.37689], [-0.98055, -0.07477, -0.00423], [-2.72259, -1.33706, 2.96472], [-2.00187, -0.46953, 0.83470], [-3.85998, -1.55005, 3.99664], [0.69034, 1.50171, -1.72609], [-3.03035, -0.33073, 0.54319], [0.61060, -0.19634, -2.27300], [-2.39956, -4.19423, 1.08964], [0.64186, -0.74621, 1.65257], [1.42024, 0.09700, -0.38716], [-0.12147, -1.49425, 3.49441], [2.17955, 0.63149, -2.15889], [-0.35076, -1.10455, 2.51367], [-1.24162, 0.31825, -0.97321], [-2.28075, -3.02950, -0.43720], [-1.71863, -0.96123, 2.13804]]
}

=====

Version Q
{
  "formula": "C8H7OPS2",
  "method": "ωB97M-V/def2-TZVPD",
  "orbital_gap_ev": 6.58,
  "symbols": ["P", "C", "C", "C", "H", "C", "H", "H", "C", "C", "H", "O", "C", "S", "H", "S", "C", "H", "H"],
  "positions_angstrom": [[-4.46368, -0.33486, 0.60355], [3.51833, 0.09809, -0.35097], [0.19129, -1.25165, 0.69120], [-0.52655, 1.18788, -0.25342], [3.38064, 0.37428, -1.39811], [-1.54495, 0.34782, 0.26084], [3.47093, 0.86250, 0.43723], [0.41996, -2.08950, 1.26935], [0.75978, 0.75866, -0.36320], [1.21690, -0.44379, 0.19814], [-0.63763, 2.24638, -0.42268], [2.44841, -0.88671, 0.12552], [-2.92574, 0.49993, 0.37885], [-4.14452, -1.55106, -0.89928], [-1.84133, -1.71839, 0.71379], [-3.96191, 1.83608, -0.07031], [-1.12034, -0.93469, 0.65469], [4.47015, -0.47376, -0.59641], [1.29027, 1.47279, -0.97880]]
}

=====

Result of the stability comparison: version Q is the most stable of them.

=====

Version P
{
  "formula": "C4H8S3",
  "method": "ωB97M-V/def2-TZVPD",
  "orbital_gap_ev": [7.44, 7.72],
  "symbols": ["C", "H", "H", "H", "H", "C", "S", "H", "H", "S", "H", "H", "S", "C", "C"],
  "positions_angstrom": [[-0.98643, -0.03940, -0.84969], [-0.47597, -0.96625, -1.04568], [-0.23076, 1.21997, 0.70007], [-2.88336, -0.86296, -0.15405], [2.47313, 1.69625, 1.36916], [0.09841, 0.77426, -0.23345], [2.96871, 0.43315, 1.43172], [-1.49662, 0.30667, -1.70204], [1.37786, -2.15051, 0.51186], [1.91882, -1.64614, -0.60634], [-1.73930, -0.48929, 1.24864], [-2.73443, 0.76506, 0.37124], [1.54363, 1.21470, -1.17615], [2.25461, -0.02053, -0.07315], [-2.08831, -0.23498, 0.20788]]
}

=====

Version Q
{
  "formula": "C4H8S3",
  "method": "ωB97M-V/def2-TZVPD",
  "orbital_gap_ev": 7.45,
  "symbols": ["H", "H", "S", "H", "C", "H", "H", "C", "S", "S", "C", "H", "H", "H", "C"],
  "positions_angstrom": [[-0.25067, 1.98843, 0.96638], [-1.16008, 1.45160, -1.77654], [0.20027, 1.74343, -1.14250], [-0.51753, -1.41631, 2.74057], [-0.16075, 1.16147, 0.34708], [1.16738, -0.52517, 3.19173], [-1.80940, -0.24420, 1.11012], [0.04957, -0.34336, 2.41237], [1.74139, -0.99965, 0.34822], [-1.46537, -0.91868, -1.10362], [0.31713, -0.02663, 0.86878], [-0.68841, 0.53984, 2.96449], [-0.35138, -1.86041, -1.08881], [1.21324, -0.82144, -1.70453], [-1.07659, -0.17714, 0.36561]]
}

=====

Result of the stability comparison: version P is the most stable of them.

=====

Version P
{
  "formula": "C49H44Cl2FINOPRuSb2",
  "method": "ωB97M-V/def2-TZVPD",
  "charge": 1,
  "spin_multiplicity": 2,
  "orbital_gap_ev": [5.25, 5.54],
  "symbols": ["Cl", "Cl", "C", "H", "H", "C", "C", "H", "H", "C", "C", "C", "P", "C", "H", "Sb", "H", "C", "C", "C", "C", "C", "H", "Ru", "C", "H", "H", "C", "H", "H", "C", "F", "H", "C", "H", "C", "H", "C", "H", "H", "C", "C", "H", "I", "C", "C", "C", "H", "C", "H", "C", "C", "H", "N", "Sb", "H", "C", "C", "H", "H", "H", "H", "C", "H", "H", "H", "C", "C", "C", "C", "C", "C", "H", "C", "C", "H", "H", "C", "H", "H", "C", "H", "O", "H", "H", "C", "C", "C", "C", "H", "H", "H", "H", "C", "H", "C", "H", "C", "C", "C", "H", "C", "H"],
  "positions_angstrom": [[4.11143, 2.40636, 3.76323], [1.98583, 7.01496, 2.06053], [1.15193, -3.79214, -2.73557], [-5.07467, 2.86306, -2.16927], [-0.65087, 0.00486, 6.11623], [-2.04787, 3.00486, 0.34793], [2.40433, -3.04364, -4.64417], [0.44103, 2.52586, -3.42017], [-0.45877, -1.79634, -3.75427], [-3.46387, -3.43454, -0.26887], [-3.88367, 4.13466, -0.88657], [-4.28567, 2.90126, -1.43547], [-2.03327, 0.25036, 0.77133], [2.92733, 0.47586, -2.95037], [1.66153, -4.08224, 2.30563], [0.89783, 0.06786, -2.32327], [-1.06207, 1.60326, -3.52197], [-3.54757, -3.36634, -1.65157], [2.84773, 4.61266, 2.86653], [-2.96527, 0.14326, 3.61093], [3.25383, -2.79594, -0.60307], [-2.61507, -1.18054, -0.20217], [3.52733, -0.96044, 2.60163], [0.35623, 0.06286, 0.47713], [0.20803, -3.57244, -1.62137], [-0.86787, 4.95246, -1.58497], [1.76933, -5.10044, 0.85863], [2.78603, -5.24414, -3.77757], [3.44003, 5.15286, 3.58563], [2.63233, -2.27634, -5.37067], [-0.62967, 3.10356, -0.43017], [7.09843, -0.63894, -0.10847], [-1.78427, 3.02386, 1.41533], [-1.73067, -0.00614, 4.28723], [5.74883, -1.76444, 1.79363], [0.60433, -1.55974, -3.79357], [3.59233, -0.33044, -2.65467], [0.01743, 1.55136, -3.63857], [3.62983, -1.86314, -1.01457], [0.18593, -4.64214, 1.50923], [-2.60907, -1.15364, -1.59777], [-1.61317, 0.12876, 5.64783], [-4.41877, 5.02956, -1.16557], [0.08893, -0.67384, 3.34873], [-3.20887, 0.10956, 2.20723], [-3.96207, 0.44416, 5.86053], [5.91273, -0.20084, 0.34093], [-2.61537, 0.48676, 7.51043], [-5.61587, 0.19076, 2.58233], [-4.14767, 0.78506, -1.31677], [1.84543, -4.99964, -2.79557], [4.05193, -0.44664, 1.80883], [-2.58567, 5.13056, 0.46513], [0.39033, 2.45146, 0.33103], [1.22063, -2.56814, 0.07293], [3.82663, -4.41784, -5.45737], [0.47773, 5.25726, 0.02333], [-2.71287, 1.71956, -0.03177], [-0.78077, 2.54466, -1.36367], [-0.15467, -4.51694, -1.21537], [-6.24447, 0.44736, 4.60013], [3.26833, 1.40826, -2.51087], [1.20203, 3.18696, 1.08533], [3.69393, 2.28816, -0.16147], [-3.13477, -2.18964, -3.39237], [3.87103, -3.08824, 0.24043], [-2.73187, 0.38486, 6.44413], [-2.86947, 4.19576, 0.00673], [-3.00767, -2.34814, 0.45333], [-5.41147, 0.33446, 3.92413], [-3.10017, -2.23284, -2.31367], [2.16703, 2.51776, 1.88633], [0.24823, 1.29156, -4.66497], [3.08123, -4.24944, -4.69587], [4.14293, 1.39286, 0.24403], [-2.23917, -0.27574, -2.12017], [3.29363, -3.56974, -1.36367], [-4.51047, 0.11016, 1.74083], [5.88013, 1.45016, -1.01467], [-6.60977, 0.16606, 2.16393], [5.27883, -0.89694, 1.35753], [-0.64337, -2.95674, -1.90567], [2.26933, 1.13886, 1.74993], [-4.84937, 0.57636, 6.45913], [0.81203, -1.06344, -4.73897], [1.20783, -4.31194, 1.34763], [3.49493, 0.70606, 1.26593], [-4.10997, 0.31636, 4.46413], [2.95793, 3.22656, 2.77133], [-2.98077, -2.38994, 1.53453], [0.65593, 6.30476, -0.16457], [1.61753, -5.76424, -2.06667], [2.92693, 0.56206, -4.03297], [1.41503, -2.80074, -3.69317], [3.29443, -6.19534, -3.81717], [1.21363, 4.61826, 1.07703], [-3.94847, -4.19624, -2.21297], [2.01333, 5.29286, 1.99373], [-0.34137, 4.53266, -0.74337], [-3.73047, 1.71756, -0.95877], [-4.69137, 0.05496, 0.67783], [5.35593, 0.93206, -0.22837], [-3.77557, -4.33034, 0.24783]]
}

=====

Version Q
{
  "formula": "C49H44Cl2FINOPRuSb2",
  "method": "ωB97M-V/def2-TZVPD",
  "charge": 1,
  "spin_multiplicity": 2,
  "orbital_gap_ev": [5.88, 7.14],
  "symbols": ["H", "C", "H", "C", "H", "C", "H", "Ru", "C", "C", "H", "C", "C", "C", "C", "H", "H", "C", "P", "C", "C", "H", "C", "H", "H", "C", "C", "H", "C", "H", "C", "C", "C", "C", "C", "H", "H", "C", "H", "H", "C", "H", "H", "H", "C", "C", "C", "C", "C", "C", "Cl", "C", "H", "C", "H", "H", "H", "C", "H", "N", "H", "C", "H", "C", "F", "C", "H", "C", "H", "C", "C", "C", "H", "H", "H", "C", "C", "Cl", "H", "I", "H", "O", "C", "H", "C", "Sb", "H", "C", "H", "Sb", "H", "H", "H", "H", "C", "H", "C", "H", "C", "C", "H", "C", "H"],
  "positions_angstrom": [[1.31690, 6.30492, 1.37004], [-2.63253, -3.11290, -3.98688], [-3.81856, 1.92114, -2.54279], [0.04141, 0.19166, -3.83404], [3.79218, 3.56238, 1.76208], [-1.64647, -0.19159, -5.99084], [-1.22005, 0.01530, 5.69083], [0.40291, 0.28519, -0.12487], [0.84049, -0.25155, 2.98143], [5.15901, -2.37428, -0.43965], [2.72076, -6.38762, -1.71724], [-0.89245, -0.88650, -3.72809], [2.13420, -5.50357, -1.50372], [3.22645, -2.85656, 1.51255], [-4.21238, -1.95759, 0.66074], [3.47072, -4.17347, -2.52740], [2.15913, 4.87426, -0.32676], [1.22987, 4.30890, -0.40094], [-0.41088, -1.68010, -0.89161], [3.39212, -1.59590, 0.96944], [4.04717, -3.88789, 1.08489], [5.91762, -2.21539, -1.19379], [-4.00782, -2.59690, 1.87605], [-0.73371, 1.53571, -6.84611], [-3.90764, 1.12968, 0.65659], [2.76562, -0.34149, 5.03264], [2.55447, -4.26084, -1.95739], [-2.05503, 0.11989, 1.51198], [0.45211, -0.18986, 4.34414], [1.32956, 2.58077, 3.44494], [-2.89547, 1.34309, -2.59078], [-0.91486, -0.03171, 4.65553], [0.07133, 5.10495, 0.10981], [-2.73238, -3.01800, 2.21977], [1.80782, -3.12861, -1.67796], [-2.56006, -3.51292, 3.16712], [-5.20428, -1.62403, 0.38311], [0.09040, 1.02715, -4.91697], [-4.14354, 2.73664, -0.06061], [2.15710, -2.16972, -2.03889], [-1.07810, -1.79599, -2.62705], [1.10372, 4.00013, -1.43829], [-3.13515, 0.28386, -2.64927], [4.02535, 1.81001, 1.55248], [-1.56508, 3.87961, -1.40337], [-1.81643, 0.06455, 3.64265], [-1.34927, 0.02834, 2.32249], [-2.56901, -2.19494, -4.98791], [4.34264, -1.34322, -0.00260], [-0.74547, 6.80620, 1.63527], [0.99788, -0.20670, 7.01989], [-1.66857, -2.79825, 1.35523], [-2.00143, -3.60713, -2.01337], [3.14653, -0.40338, 3.68233], [-3.26170, -3.98879, -4.06900], [3.52649, -0.35746, 5.79909], [-0.67243, -3.10044, 1.65757], [2.22016, -0.42265, 2.66411], [-2.54608, 4.10785, -1.82327], [-0.08510, -0.10393, 1.97404], [-2.34405, 1.62011, -3.48950], [-2.04694, 6.53992, 1.24104], [3.94684, -4.88869, 1.48139], [0.19262, -4.46818, -0.52621], [5.77693, -4.63515, -0.31082], [0.95585, -5.60098, -0.78192], [-2.87533, 0.18123, 3.82339], [3.62207, 2.71411, 1.09954], [0.82022, 1.82590, -4.94722], [0.29684, 6.09254, 1.06792], [-1.89267, -2.89039, -2.81647], [-0.78126, 0.85716, -6.00565], [4.13121, 2.89389, 0.15280], [2.46980, -3.03601, 2.26609], [1.04059, 4.21616, 2.81218], [0.82672, 3.15937, 2.66843], [0.61085, -3.21375, -0.96608], [4.83803, -0.44013, 3.34995], [4.45395, -0.33900, -0.39035], [1.55390, 0.59247, -2.43656], [-0.84661, 3.92418, -2.22424], [2.59146, -0.51804, 1.35355], [-2.28232, 5.58215, 0.26871], [-3.33175, -1.27237, -1.15905], [1.44702, -0.26054, 5.35270], [1.52621, 2.50902, 0.76430], [-2.30348, -0.37790, -6.83104], [-1.24207, 4.85854, -0.31527], [-3.13128, 2.55276, 1.38636], [-1.73822, 1.80217, -0.84255], [-4.83876, -2.76841, 2.54770], [-3.29769, 5.40076, -0.06576], [-0.54122, 7.56994, 2.37390], [-3.15768, -2.31004, -5.88951], [-1.86214, -2.18215, 0.11933], [0.60990, -6.56449, -0.42991], [-3.43028, 2.08755, 0.44676], [-0.74726, -4.59076, -0.00619], [-1.70345, -1.08205, -4.89101], [4.99672, -3.62704, 0.11790], [-2.87366, 7.08945, 1.67134], [-3.15061, -1.75621, -0.20914], [-0.24922, 3.00264, 2.74181]]
}

=====

Result of the stability comparison: version Q is the most stable of them.

=====

Version P
{
  "formula": "C19H25N3O5S",
  "method": "ωB97M-V/def2-TZVPD",
  "orbital_gap_ev": 7.56,
  "symbols": ["C", "H", "C", "H", "C", "H", "S", "O", "H", "C", "H", "H", "H", "H", "C", "H", "H", "C", "O", "H", "H", "C", "N", "H", "O", "H", "C", "H", "O", "C", "O", "H", "N", "C", "H", "N", "C", "H", "H", "H", "C", "C", "C", "H", "H", "H", "H", "C", "H", "C", "C", "C", "C"],
  "positions_angstrom": [[-1.30960, 2.00021, 0.15794], [-3.48396, -4.06762, -0.21936], [4.07043, 3.67632, -0.70236], [-4.16356, -2.44792, -0.67246], [1.39444, -3.62464, -0.58446], [3.76789, 4.50205, -1.15044], [-3.59499, 0.90903, -0.54231], [-4.02902, -0.46253, -1.22606], [-2.53864, 2.24330, -1.71458], [3.51954, -1.80396, 0.17051], [-1.57682, 0.68095, -1.66702], [2.62919, 3.43733, 1.50921], [0.12512, 2.98742, 2.00687], [1.84333, -0.61567, 1.01108], [2.15338, -1.68536, 0.31394], [2.79034, 1.90584, -2.34066], [0.27240, 1.40912, -2.04888], [3.74766, -2.88270, -0.64199], [-4.44707, 1.79907, -0.00825], [4.88303, -3.14458, -0.75049], [5.40970, 0.64790, 1.47356], [1.92970, 3.48870, 0.71480], [2.81666, 2.63999, -0.39429], [0.60683, -4.05951, -1.21670], [-1.16966, -3.14825, 0.01209], [1.24652, 1.48276, 1.52919], [-0.23116, -2.25489, 0.13875], [4.61726, 2.93436, -1.19780], [-1.73964, 2.45912, 1.10556], [1.00020, 2.35014, 1.20600], [4.66625, -0.91819, 0.57936], [1.41857, 0.37818, -0.86338], [0.12104, 2.15191, -0.14376], [-3.17305, -0.03551, 1.38238], [3.73223, 0.00163, 2.21076], [-0.72595, -0.88447, 0.78717], [2.79705, -3.73779, -1.13091], [4.65408, 3.62784, -0.01425], [-2.62650, 0.73004, 1.93756], [1.68589, 3.27085, -1.92992], [1.99808, 2.31592, -1.58085], [0.84192, 1.47299, -1.31891], [4.29441, 0.17341, 1.41716], [3.03519, -4.43438, -1.55860], [-4.02864, -0.49962, 1.81851], [3.83485, 0.88663, 0.72766], [1.51548, 4.37117, 0.17732], [-3.69251, -3.18701, 0.16392], [-4.24850, -3.24980, 0.92717], [-2.02570, 1.59070, -1.08694], [-2.45072, -2.44711, 0.43084], [-2.11202, -1.18312, 0.67542], [1.08347, -2.45529, 0.03733]]
}

=====

Version Q
{
  "formula": "C19H25N3O5S",
  "method": "ωB97M-V/def2-TZVPD",
  "orbital_gap_ev": 7.57,
  "symbols": ["N", "C", "H", "H", "C", "H", "H", "H", "H", "C", "O", "C", "H", "C", "H", "O", "H", "O", "S", "H", "N", "C", "H", "C", "C", "N", "H", "H", "C", "H", "C", "O", "C", "C", "H", "H", "H", "H", "C", "H", "C", "C", "C", "H", "H", "C", "H", "H", "C", "O", "H", "C", "H"],
  "positions_angstrom": [[-3.05345, 0.07457, -0.14095], [1.94863, 0.28508, 1.20208], [3.91977, 0.41315, 1.74817], [-4.63238, -0.66832, -1.32306], [1.12724, -0.25983, 0.08009], [0.43429, 1.31088, 4.87074], [-3.41587, -2.66211, -1.19607], [0.12953, -1.71104, 5.45404], [2.41007, -0.03181, -3.45863], [3.84041, 1.54288, 0.23629], [-0.75754, 0.09758, 3.91057], [-0.76244, -0.41242, 1.42114], [1.49747, -1.08469, 4.81077], [2.01375, 3.09072, -2.67749], [1.88340, 1.01875, 3.33686], [1.49241, 2.49329, -0.73768], [-2.14967, 0.56219, -0.39370], [-2.12944, -1.71974, -2.31982], [-4.64873, -1.77130, 1.07861], [-3.57903, -0.55532, -3.49773], [-2.06412, -0.94111, 1.81339], [-0.14072, -0.76259, 0.10061], [-0.87361, 0.66259, 5.67379], [0.91196, -1.02986, 5.64613], [-2.97719, -2.52716, -2.16629], [3.14447, 0.76766, 1.02556], [1.79682, -1.39110, -4.16931], [3.12626, -1.50416, -2.99969], [3.12669, 2.64552, -2.07205], [0.37313, -0.43008, -2.36343], [-3.81897, 0.01813, -1.44461], [5.11917, 1.56099, 0.04409], [-0.09088, 0.52612, 5.05081], [-3.06085, -0.90964, 0.79833], [-2.26921, -3.43668, -2.17975], [4.07465, 2.64650, -2.61556], [-2.24204, 0.64235, -2.78623], [-0.84568, -1.09072, -0.65193], [-0.07105, 0.18890, 2.49164], [1.02646, -1.83780, -1.92251], [1.05101, 3.22508, -1.68488], [2.84829, 2.05345, -1.08165], [-3.00013, -0.41164, -2.37413], [1.75589, 3.55681, -3.49121], [-4.14144, 0.95908, -1.54642], [2.15446, -0.83256, -3.31336], [-2.42707, -1.24656, 2.53530], [-3.48099, -2.92767, -3.04335], [1.31918, 0.31535, 2.44807], [1.75233, -0.42905, -0.93976], [1.24987, -0.58722, 6.60512], [1.09211, -0.97325, -2.16810], [0.01279, 3.48783, -1.62283]]
}

=====

Result of the stability comparison: version P is the most stable of them.